Here is a gas-phase ion, C14H24BrClN3O2 (charge +1) at a distorted geometry from OMol25. Energies are from wB97M-V/def2-TZVPD.

Last column: Mulliken charge in e.
Positions of all 45 atoms, in Å:
C -1.60 -2.13 4.21  -1.2824
C -1.41 -1.38 2.91  -0.2515
C -1.46 -2.28 1.68  -0.6035
Br -3.27 -2.86 1.33  -0.0444
C -0.93 -1.55 0.48  -0.1209
C -1.56 -0.60 -0.26  -0.4640
N -0.67 -0.19 -1.25  0.3029
C -0.99 0.82 -2.27  -0.6416
C -2.48 0.94 -2.52  -0.8579
C -3.21 1.94 -1.58  -0.5935
N -4.40 1.40 -0.89  -0.6358
C 0.49 -0.84 -1.11  0.3237
C 1.71 -0.68 -1.93  -0.8299
C 2.97 -0.38 -1.05  -0.6531
C 3.67 0.95 -1.39  -0.8974
C 3.65 1.90 -0.22  -0.7446
O 4.23 1.21 0.90  -0.3006
C 3.88 1.68 2.10  0.1456
O 4.07 1.08 3.09  -0.4294
N 0.33 -1.69 -0.07  0.1399
Cl 1.44 -2.82 0.50  0.0772
H -1.13 -3.10 4.16  0.3470
H -2.65 -2.25 4.49  0.3588
H -1.12 -1.59 5.02  0.3670
H -2.12 -0.57 2.78  0.2987
H -0.41 -0.94 2.91  0.3543
H -0.84 -3.15 1.85  0.4495
H -2.55 -0.22 -0.14  0.5762
H -0.51 0.51 -3.19  0.5278
H -0.59 1.79 -2.00  0.3081
H -2.97 -0.03 -2.49  0.4345
H -2.61 1.30 -3.54  0.3932
H -2.49 2.28 -0.84  0.3255
H -3.52 2.81 -2.14  0.3680
H -4.63 0.47 -1.20  0.2929
H -4.22 1.33 0.10  0.3008
H 1.54 0.14 -2.60  0.3648
H 1.84 -1.58 -2.52  0.3279
H 3.64 -1.22 -1.13  0.4868
H 2.66 -0.32 -0.02  0.5100
H 4.71 0.73 -1.59  0.3362
H 3.26 1.43 -2.27  0.4245
H 4.23 2.78 -0.45  0.4243
H 2.64 2.21 0.04  0.4031
H 3.41 2.67 2.13  0.3816

Calculated values
SMILES: CC[C@@H](Br)c1cn(CCCN)c(CCCCOC=O)[n+]1Cl
ΔE to the lowest compared entry with this formula, charge and spin (kJ/mol): 0.0
Net charge: +1
HOMO (eV): -12.445
Orbital gap (eV): 9.377


Here is a molecular structure, C29H49AsNOPSTl at a distorted geometry from OMol25. Energies are from wB97M-V/def2-TZVPD.

Last column: Mulliken charge in e.
Positions of all 84 atoms, in Å:
Tl 2.28 0.96 -0.78  0.0517
C 0.09 4.29 -2.34  -1.8064
C 1.25 3.54 -1.65  1.5600
C 1.87 4.23 -0.39  -1.4056
C 2.46 3.56 -2.67  -1.5345
N 0.69 2.28 -1.24  -0.2242
H 0.41 5.31 -2.61  0.4216
H -0.79 4.36 -1.69  0.2091
H -0.16 3.75 -3.24  0.3497
H 2.34 5.20 -0.73  0.3842
H 2.66 3.60 0.05  0.2794
H 1.10 4.41 0.37  0.2705
H 2.52 4.61 -3.08  0.4103
H 2.39 2.83 -3.47  0.2390
H 3.41 3.34 -2.15  0.2904
C 1.82 -4.49 0.20  -1.5657
C 0.96 -3.40 -0.38  0.6497
O 1.34 -2.21 -0.47  -0.5531
C -0.39 -3.73 -0.88  0.5736
C -0.88 -5.04 -0.94  -0.3861
C -2.13 -5.31 -1.52  -0.7770
C -2.92 -4.26 -1.97  -0.4863
C -2.45 -2.93 -1.88  -0.7702
C -1.20 -2.67 -1.35  -0.2066
H 2.86 -4.10 0.26  0.3478
H 1.79 -5.41 -0.41  0.4379
H 1.51 -4.83 1.22  0.3011
H -0.30 -5.85 -0.56  0.3909
H -2.49 -6.32 -1.58  0.3852
H -3.91 -4.42 -2.33  0.4093
H -3.06 -2.14 -2.30  0.4370
H -0.84 -1.63 -1.28  0.5973
C -0.58 -2.16 3.56  -1.8542
C -1.68 -1.11 3.30  1.8616
C -2.01 -0.40 4.63  -1.5725
C -2.82 -1.93 2.71  -1.6170
P -1.03 0.18 2.10  0.2854
C 0.21 1.07 3.08  0.2157
C 0.02 2.13 3.97  -0.2116
C 1.16 2.84 4.42  -0.7547
C 2.44 2.38 4.14  -0.6293
C 2.62 1.17 3.43  -0.6533
C 1.51 0.54 2.88  -0.5341
C -2.33 1.61 1.60  2.1784
C -2.64 1.25 0.12  -1.8804
C -1.72 3.04 1.57  -1.8665
C -3.63 1.52 2.40  -1.9332
H -1.00 -3.00 4.14  0.5181
H 0.26 -1.73 4.10  0.3606
H -0.22 -2.55 2.62  0.3119
H -2.36 -1.14 5.39  0.4775
H -2.83 0.33 4.49  0.1968
H -1.13 0.08 5.08  0.3154
H -3.11 -2.69 3.44  0.5190
H -2.45 -2.44 1.84  0.3382
H -3.72 -1.32 2.45  0.1935
H -0.98 2.46 4.30  0.4993
H 0.99 3.69 5.08  0.4047
H 3.33 2.92 4.45  0.3675
H 3.60 0.72 3.30  0.4430
H 1.63 -0.41 2.32  0.3838
H -1.73 1.38 -0.48  0.2311
H -3.43 1.91 -0.26  0.5231
H -2.94 0.22 0.00  0.4064
H -0.77 3.03 1.03  0.3399
H -1.55 3.48 2.58  0.2937
H -2.40 3.67 0.99  0.5802
H -4.09 0.52 2.37  0.2933
H -4.32 2.24 1.95  0.5175
H -3.52 1.80 3.46  0.2549
C 0.68 0.06 -4.38  -0.9229
As 2.58 -0.54 -4.55  0.4897
C 2.97 -0.81 -6.46  -1.0932
C 2.66 -2.31 -3.74  -0.9261
S 3.88 0.74 -3.45  -0.4364
H -0.02 -0.74 -4.63  0.4453
H 0.54 0.90 -5.07  0.3516
H 0.56 0.40 -3.35  0.0474
H 2.20 -1.45 -6.89  0.3668
H 3.94 -1.25 -6.51  0.3587
H 3.00 0.19 -6.93  0.3183
H 1.72 -2.88 -3.96  0.3160
H 2.81 -2.28 -2.65  0.1324
H 3.50 -2.82 -4.19  0.4689

Calculated values
Net charge: -1
HOMO (eV): -1.473
Orbital gap (eV): 3.562


Here is a molecular structure, C16H14ClFLiN2O2Se from OMol25. Energies are from wB97M-V/def2-TZVPD.

Last column: Mulliken charge in e.
Positions of all 38 atoms, in Å:
Li -0.89 -1.27 0.78  0.9471
F -4.03 -6.67 0.62  -0.3405
C -3.33 -5.50 0.64  0.6478
C -3.55 -4.56 -0.34  -0.6892
C -2.82 -3.37 -0.28  0.1096
C -1.87 -3.06 0.71  -1.3003
C -1.70 -4.09 1.66  0.0082
C -2.41 -5.29 1.65  -0.7265
H -4.27 -4.76 -1.12  0.3492
H -3.02 -2.64 -1.07  0.2867
H -0.98 -3.95 2.46  0.2668
H -2.25 -6.06 2.40  0.3470
Cl -1.16 3.64 1.06  -0.2386
C -1.96 2.25 0.25  -0.5262
C -1.09 0.99 0.31  0.7682
O -0.75 0.49 -0.78  -0.6925
O -0.82 0.53 1.45  -0.8223
H -2.14 2.54 -0.78  0.3262
H -2.90 2.09 0.78  0.3001
C 2.14 1.52 2.01  -0.9634
N 2.26 1.25 0.60  0.3436
C 2.29 0.02 0.03  -0.4163
Se 2.54 -1.59 0.83  -0.2943
N 2.26 0.22 -1.32  0.1265
C 2.20 1.57 -1.62  0.5400
C 2.18 2.26 -2.81  -1.0257
C 2.21 3.65 -2.75  -0.4626
C 2.23 4.31 -1.52  -0.6899
C 2.23 3.61 -0.32  -0.5415
C 2.21 2.23 -0.39  0.6113
H 2.12 0.57 2.53  0.2648
H 1.21 2.05 2.21  0.2934
H 3.00 2.11 2.36  0.3411
H 2.06 -0.54 -1.94  0.2991
H 2.13 1.74 -3.76  0.3810
H 2.22 4.22 -3.66  0.3681
H 2.24 5.39 -1.50  0.3685
H 2.22 4.13 0.63  0.4355

Calculated values
ΔE to the lowest compared entry with this formula, charge and spin (kJ/mol): 38.9
Net charge: -1
HOMO (eV): -4.341
Orbital gap (eV): 6.999


Here is 7 unconnected molecules or ions with the total composition C16H40N6O7 at a distorted geometry from OMol25. Energies are from wB97M-V/def2-TZVPD.

Last column: Mulliken charge in e.
Positions of all 69 atoms, in Å:
C 2.08 4.02 -1.15  -1.0113
C 0.91 3.30 -1.75  0.7346
N 0.17 4.10 -2.60  -0.4432
O 0.57 2.15 -1.49  -0.5360
H 1.59 4.78 -0.49  0.2037
H 2.58 4.51 -1.97  0.4075
H 2.74 3.29 -0.66  0.2418
H 0.34 5.05 -2.69  0.1671
H -0.76 3.81 -2.91  0.2432
C -2.47 3.59 0.78  -0.6490
C -2.48 2.97 2.15  0.7228
N -2.96 1.63 2.39  -0.4448
O -1.94 3.57 3.13  -0.6909
H -2.82 4.59 0.81  0.4222
H -3.03 2.95 0.02  0.2825
H -1.41 3.67 0.50  -0.1069
H -2.59 1.37 3.28  0.2939
H -2.88 0.87 1.72  0.1642
C 2.85 4.76 2.85  -1.0756
C 1.67 5.41 2.26  0.7210
N 0.51 4.81 2.49  -0.1928
O 1.82 6.43 1.58  -0.6818
H 2.65 3.91 3.46  0.3991
H 3.37 5.42 3.52  0.3094
H 3.46 4.47 2.01  0.2123
H 0.46 4.06 3.14  0.1434
H -0.38 5.22 2.24  0.1708
C -3.72 -4.28 -3.33  -1.1587
C -3.00 -3.23 -2.46  0.7038
N -3.87 -2.66 -1.59  -0.2683
O -1.78 -3.00 -2.63  -0.7069
H -4.03 -3.78 -4.28  0.2625
H -4.57 -4.84 -2.90  0.3965
H -2.96 -5.00 -3.56  0.3005
H -4.78 -3.18 -1.50  0.2442
H -3.48 -2.00 -0.93  0.1658
C -1.84 -5.84 1.97  -1.1582
C -1.10 -4.58 1.70  0.6926
N -0.37 -4.57 0.48  -0.3112
O -0.91 -3.72 2.54  -0.5676
H -2.15 -6.25 1.04  0.3981
H -2.75 -5.65 2.54  0.3040
H -1.23 -6.54 2.51  0.2671
H -0.62 -5.28 -0.19  0.1989
H -0.13 -3.63 0.05  0.1761
C -0.31 -0.43 1.47  -0.5250
C -1.24 -0.80 0.41  1.0116
N -0.71 -1.21 -0.78  0.3044
O -2.50 -0.79 0.56  -0.9652
H -0.43 0.63 1.78  0.0866
H 0.70 -0.42 1.09  -0.0207
H -0.42 -1.09 2.31  0.2613
H -1.21 -1.38 -1.62  0.2032
H 0.27 -1.13 -0.94  -0.2940
C 3.44 0.32 -2.48  -1.1452
C 2.43 -0.80 -2.34  -0.2043
O 2.31 -1.19 -0.99  -0.2808
C 2.87 -2.48 -0.55  -0.2578
C 3.15 -2.42 0.94  -1.1274
H 4.49 0.00 -2.27  0.3435
H 3.39 0.76 -3.48  0.4030
H 3.21 1.12 -1.82  0.0479
H 1.45 -0.57 -2.77  0.2173
H 2.67 -1.71 -2.92  0.4798
H 2.10 -3.27 -0.76  0.2007
H 3.79 -2.75 -1.07  0.4446
H 3.40 -3.32 1.46  0.4059
H 2.30 -2.04 1.50  0.1693
H 4.05 -1.77 1.15  0.2950

Calculated values
SMILES: CC(N)=O.CC(N)=O.CC(N)=O.CC(N)=O.CC(N)=O.CC(N)=O.CCOCC
Net charge: 0
HOMO (eV): -9.416
Orbital gap (eV): 9.932


Here is a molecular structure, C7H12DyO3 at a distorted geometry from OMol25. Energies are from wB97M-V/def2-TZVPD.

Last column: Mulliken charge in e.
Positions of all 23 atoms, in Å:
C 0.75 3.36 0.37  -0.2906
C -0.54 3.36 0.79  -0.3136
H 1.01 2.99 -0.62  0.2797
H 1.50 3.96 0.89  0.3080
H -1.34 3.01 0.13  0.2775
H -0.85 3.95 1.65  0.3024
H 0.36 2.09 1.28  0.2059
O -0.01 -3.79 -3.26  -0.4654
C -0.50 -2.90 -2.51  1.4475
O -1.61 -2.37 -2.81  -0.4522
O 0.18 -2.53 -1.45  -0.1701
C -0.35 -1.48 -0.63  -0.6059
C 0.59 -1.30 0.54  -0.4547
C 0.07 -0.39 1.59  0.1241
C 0.78 0.61 2.18  -1.3186
Dy -1.91 -3.96 -5.04  1.3546
H -1.36 -1.76 -0.30  0.4149
H -0.42 -0.56 -1.23  0.3840
H 1.60 -1.01 0.22  0.3857
H 0.69 -2.28 1.06  0.3381
H -0.97 -0.53 1.88  0.3773
H 0.46 0.95 3.17  0.4491
H 1.87 0.60 2.11  0.4222

Calculated values
Net charge: +3
HOMO (alpha / beta) (eV): -18.814 / -18.849
Spin multiplicity: 6
<S²>: 9.771
Orbital gap (alpha / beta) (eV): 3.116 / 6.724


What did the first record say?
Here is a gas-phase ion, C14H24BrClN3O2 (charge +1) at a distorted geometry from OMol25. Energies are from wB97M-V/def2-TZVPD.

Last column: Mulliken charge in e.
Positions of all 45 atoms, in Å:
C -1.60 -2.13 4.21  -1.2824
C -1.41 -1.38 2.91  -0.2515
C -1.46 -2.28 1.68  -0.6035
Br -3.27 -2.86 1.33  -0.0444
C -0.93 -1.55 0.48  -0.1209
C -1.56 -0.60 -0.26  -0.4640
N -0.67 -0.19 -1.25  0.3029
C -0.99 0.82 -2.27  -0.6416
C -2.48 0.94 -2.52  -0.8579
C -3.21 1.94 -1.58  -0.5935
N -4.40 1.40 -0.89  -0.6358
C 0.49 -0.84 -1.11  0.3237
C 1.71 -0.68 -1.93  -0.8299
C 2.97 -0.38 -1.05  -0.6531
C 3.67 0.95 -1.39  -0.8974
C 3.65 1.90 -0.22  -0.7446
O 4.23 1.21 0.90  -0.3006
C 3.88 1.68 2.10  0.1456
O 4.07 1.08 3.09  -0.4294
N 0.33 -1.69 -0.07  0.1399
Cl 1.44 -2.82 0.50  0.0772
H -1.13 -3.10 4.16  0.3470
H -2.65 -2.25 4.49  0.3588
H -1.12 -1.59 5.02  0.3670
H -2.12 -0.57 2.78  0.2987
H -0.41 -0.94 2.91  0.3543
H -0.84 -3.15 1.85  0.4495
H -2.55 -0.22 -0.14  0.5762
H -0.51 0.51 -3.19  0.5278
H -0.59 1.79 -2.00  0.3081
H -2.97 -0.03 -2.49  0.4345
H -2.61 1.30 -3.54  0.3932
H -2.49 2.28 -0.84  0.3255
H -3.52 2.81 -2.14  0.3680
H -4.63 0.47 -1.20  0.2929
H -4.22 1.33 0.10  0.3008
H 1.54 0.14 -2.60  0.3648
H 1.84 -1.58 -2.52  0.3279
H 3.64 -1.22 -1.13  0.4868
H 2.66 -0.32 -0.02  0.5100
H 4.71 0.73 -1.59  0.3362
H 3.26 1.43 -2.27  0.4245
H 4.23 2.78 -0.45  0.4243
H 2.64 2.21 0.04  0.4031
H 3.41 2.67 2.13  0.3816

Calculated values
SMILES: CC[C@@H](Br)c1cn(CCCN)c(CCCCOC=O)[n+]1Cl
ΔE to the lowest compared entry with this formula, charge and spin (kJ/mol): 0.0
Net charge: +1
HOMO (eV): -12.445
Orbital gap (eV): 9.377


Repeat the first record exactly.
Here is a gas-phase ion, C14H24BrClN3O2 (charge +1) at a distorted geometry from OMol25. Energies are from wB97M-V/def2-TZVPD.

Last column: Mulliken charge in e.
Positions of all 45 atoms, in Å:
C -1.60 -2.13 4.21  -1.2824
C -1.41 -1.38 2.91  -0.2515
C -1.46 -2.28 1.68  -0.6035
Br -3.27 -2.86 1.33  -0.0444
C -0.93 -1.55 0.48  -0.1209
C -1.56 -0.60 -0.26  -0.4640
N -0.67 -0.19 -1.25  0.3029
C -0.99 0.82 -2.27  -0.6416
C -2.48 0.94 -2.52  -0.8579
C -3.21 1.94 -1.58  -0.5935
N -4.40 1.40 -0.89  -0.6358
C 0.49 -0.84 -1.11  0.3237
C 1.71 -0.68 -1.93  -0.8299
C 2.97 -0.38 -1.05  -0.6531
C 3.67 0.95 -1.39  -0.8974
C 3.65 1.90 -0.22  -0.7446
O 4.23 1.21 0.90  -0.3006
C 3.88 1.68 2.10  0.1456
O 4.07 1.08 3.09  -0.4294
N 0.33 -1.69 -0.07  0.1399
Cl 1.44 -2.82 0.50  0.0772
H -1.13 -3.10 4.16  0.3470
H -2.65 -2.25 4.49  0.3588
H -1.12 -1.59 5.02  0.3670
H -2.12 -0.57 2.78  0.2987
H -0.41 -0.94 2.91  0.3543
H -0.84 -3.15 1.85  0.4495
H -2.55 -0.22 -0.14  0.5762
H -0.51 0.51 -3.19  0.5278
H -0.59 1.79 -2.00  0.3081
H -2.97 -0.03 -2.49  0.4345
H -2.61 1.30 -3.54  0.3932
H -2.49 2.28 -0.84  0.3255
H -3.52 2.81 -2.14  0.3680
H -4.63 0.47 -1.20  0.2929
H -4.22 1.33 0.10  0.3008
H 1.54 0.14 -2.60  0.3648
H 1.84 -1.58 -2.52  0.3279
H 3.64 -1.22 -1.13  0.4868
H 2.66 -0.32 -0.02  0.5100
H 4.71 0.73 -1.59  0.3362
H 3.26 1.43 -2.27  0.4245
H 4.23 2.78 -0.45  0.4243
H 2.64 2.21 0.04  0.4031
H 3.41 2.67 2.13  0.3816

Calculated values
SMILES: CC[C@@H](Br)c1cn(CCCN)c(CCCCOC=O)[n+]1Cl
ΔE to the lowest compared entry with this formula, charge and spin (kJ/mol): 0.0
Net charge: +1
HOMO (eV): -12.445
Orbital gap (eV): 9.377